The following is a DFT calculation (wB97M-V/def2-TZVPD) of a structure of composition C3H4BrIN2P in a non-equilibrium geometry.

**Frontier orbital gap (spin up / spin down)**: 8.2652 / 8.2658 eV
**Net charge**: +1
**Total energy**: -93579.2759 eV

Element x y z (Å)
C1 1.0689 -1.2060 -0.4224
C2 1.8228 -0.0515 -0.2673
C3 -0.6120 0.2976 -0.0533
N1 -0.2547 -0.9263 -0.3246
N2 1.0892 1.0246 -0.0900
P1 -1.9666 1.4257 -0.3857
Br1 3.6983 0.0011 -0.3060
I1 -3.7516 -0.1874 -0.1683
H1 1.4291 -2.2043 -0.5717
H2 -0.9507 -1.6696 -0.3958
H3 1.3296 1.9696 0.1537
H4 -2.0122 1.9329 0.9237



The following is a DFT calculation (wB97M-V/def2-TZVPD) of a structure of composition C20H12N2S5SbY in a non-equilibrium geometry.

**Frontier orbital gap (spin up / spin down)**: 6.0834 / 6.0243 eV
**Energy relative to the best compared isomer or geometry (same formula, charge and spin)**: 111.3 kcal per mole
**<S²>**: 0.75
**Multiplicity**: 2
**Net charge**: +1
**Total energy**: -85666.6871 eV

Element x y z (Å)
Y1 -0.1161 0.0823 0.1441
S1 -3.3259 -4.7053 -1.4299
C1 -3.9863 -6.1841 -1.9638
C2 -3.2654 -6.7186 -2.9849
C3 -2.1523 -5.9102 -3.3392
C4 -2.0506 -4.7786 -2.5822
C5 -1.0170 -3.7353 -2.6532
C6 -1.1186 -2.5610 -1.8877
N1 -0.1944 -1.6173 -1.8662
C7 0.9018 -1.7540 -2.6292
C8 1.0760 -2.8472 -3.4755
C9 2.2445 -2.9105 -4.3170
C10 3.1733 -1.9357 -4.2742
C11 3.0322 -0.8248 -3.3682
C12 3.9982 0.1827 -3.2543
C13 3.8314 1.2213 -2.3627
C14 2.6542 1.2081 -1.5956
N2 1.7320 0.2648 -1.6815
C15 1.9084 -0.7457 -2.5529
C16 4.8197 2.2941 -2.1911
C17 4.8212 3.3052 -1.2711
C18 5.9506 4.1582 -1.3831
C19 6.7798 3.7788 -2.3913
S2 6.2053 2.3920 -3.2006
C20 0.0999 -3.8522 -3.4569
H1 -4.8735 -6.5775 -1.4941
H2 -3.5154 -7.6504 -3.4698
H3 -1.4668 -6.1691 -4.1338
H4 -1.9927 -2.3995 -1.2665
H5 2.3522 -3.7560 -4.9840
H6 4.0535 -1.9749 -4.9029
H7 4.8911 0.1199 -3.8657
H8 2.4657 2.0041 -0.8860
H9 4.0516 3.4418 -0.5246
H10 6.1340 5.0106 -0.7465
H11 7.7044 4.2386 -2.7019
H12 0.2406 -4.7268 -4.0800
S3 4.8336 -1.6324 -0.5729
Sb1 3.9634 -2.8581 1.0339
S4 2.0381 -1.3745 1.9342
S5 1.4440 -2.8680 0.5569



The following is a DFT calculation (wB97M-V/def2-TZVPD) of a cluster of 2 separate species, C4H12N2 in total in a non-equilibrium geometry.

**Frontier orbital gap**: 9.2003 eV
**Energy relative to the best compared isomer or geometry (same formula, charge and spin)**: 51.7 kcal per mole
**SMILES**: C=CN.CCN
**Total energy**: -7320.7885 eV

Element x y z (Å)
C1 2.8369 -0.0380 -0.8590
C2 2.4199 1.2075 -0.8462
N1 2.6966 2.2199 -0.0271
H1 3.6805 -0.2682 -0.2276
H2 2.6197 -0.5651 -1.8332
H3 1.6780 1.3978 -1.5514
H4 3.5538 2.0250 0.4483
H5 2.2073 3.0260 0.3541
C3 -2.8700 -1.3781 -0.2309
C4 -2.2649 -0.3795 0.7386
N2 -0.8321 -0.5268 1.2297
H6 -2.3375 -1.6990 -1.1170
H7 -3.7151 -0.9254 -0.8799
H8 -3.2354 -2.3184 0.2802
H9 -2.9587 -0.2283 1.5987
H10 -2.3042 0.5136 0.1850
H11 -0.8801 -0.9201 2.1578
H12 -0.2945 -1.1428 0.5799



The following is a DFT calculation (wB97M-V/def2-TZVPD) of the ion C3H10N2PS with charge +1 in a non-equilibrium geometry.

**Frontier orbital gap**: 8.6527 eV
**SMILES**: C/P=N/[C@H]([NH3+])SC
**Net charge**: +1
**Total energy**: -26368.9416 eV

Element x y z (Å)
C1 -0.4718 -2.4226 -2.0801
P1 0.1923 -0.7421 -1.6468
N1 -0.3146 -0.8196 -0.1191
C2 -0.0824 0.2714 0.7762
N2 -1.0418 -0.0231 1.9273
S1 -0.2038 2.0011 0.1052
C3 1.5529 2.3837 0.0713
H1 -1.3922 -2.0883 -2.7653
H2 0.0952 -2.8057 -2.8549
H3 -0.6767 -3.1177 -1.2751
H4 1.0072 0.3411 1.0471
H5 -1.9303 -0.3246 1.4534
H6 -0.6809 -0.8221 2.4998
H7 -1.2451 0.7683 2.4649
H8 1.4085 3.4857 -0.1712
H9 2.0789 1.6656 -0.5446
H10 1.7047 2.2488 1.1118



> total energy of number 3 (C4H12N2)?

-7320.7885 eV